{
  "formula": "C39H48CaCsF7N3Na3O14PS2",
  "method": "ωB97M-V/def2-TZVPD",
  "total_charge": 1,
  "e_homo_ev": -5.84,
  "largest_force_ha_per_bohr": 0.175,
  "homo_lumo_gap_ev": 0.90,
  "energy_ev": -156522.075,
  "symbols": ["Cs", "Ca", "S", "S", "P", "Na", "Na", "Na", "F", "F", "F", "F", "F", "F", "F", "O", "O", "O", "O", "O", "O", "O", "O", "O", "O", "O", "O", "O", "O", "N", "N", "N", "C", "C", "C", "C", "C", "C", "C", "C", "C", "C", "C", "C", "C", "C", "C", "C", "C", "C", "C", "C", "C", "C", "C", "C", "C", "C", "C", "C", "C", "C", "C", "C", "C", "C", "C", "C", "C", "C", "C", "H", "H", "H", "H", "H", "H", "H", "H", "H", "H", "H", "H", "H", "H", "H", "H", "H", "H", "H", "H", "H", "H", "H", "H", "H", "H", "H", "H", "H", "H", "H", "H", "H", "H", "H", "H", "H", "H", "H", "H", "H", "H", "H", "H", "H", "H", "H", "H"],
  "coordinates": [[4.5382, 0.5980, 5.5397], [1.9337, 4.9813, -4.4695], [-1.2237, -4.6106, 2.5064], [-2.1558, -1.0730, 2.4038], [-2.4701, -1.8946, -5.0827], [5.5835, -1.1381, 0.3618], [2.4946, -3.7939, -1.1262], [4.5722, -9.7528, 5.3254], [-2.8604, -6.3687, 3.9483], [-1.7483, 1.6290, 4.1966], [3.8737, 2.8368, -4.6976], [-1.1324, -5.1806, 5.1927], [-3.1923, -4.0469, 4.3908], [1.9381, 3.1967, -3.7589], [2.3275, 1.3027, -4.7681], [-0.4959, -5.8969, 1.9814], [-1.1819, -6.3675, -6.5027], [3.9129, -3.9090, 0.6483], [6.0821, -2.9291, 1.2032], [-3.8438, -2.2480, -5.6759], [0.8479, -6.0493, -5.7681], [-2.2868, -4.2618, 1.4009], [-1.4788, -3.0340, -5.3712], [-1.9550, -0.5939, -5.7209], [-2.6024, -1.7020, -3.5630], [2.9928, -6.3861, 4.1950], [2.5751, 4.0704, -6.8576], [0.2425, -4.9491, -7.3514], [0.7426, 2.7568, -6.4297], [3.4853, 0.0906, 3.2097], [0.3243, 1.0621, 2.8651], [-6.4087, 4.7407, -2.6098], [-5.4798, -0.1354, 0.6213], [-0.5916, 1.3849, 1.6716], [-7.5098, 4.1252, -0.5516], [2.5326, 2.6477, -4.8577], [-8.6434, 3.8282, -2.6471], [-1.2757, 2.9972, -0.5842], [-0.0911, -5.8191, -6.5387], [2.3178, -0.8970, 3.0592], [4.3196, -3.0173, 3.1954], [2.1499, -8.6050, 4.5765], [-8.6362, 3.7203, -1.2604], [-7.5159, 4.3378, -3.2710], [0.1053, 3.2745, -7.6069], [0.5978, 2.5483, -8.8447], [4.6354, 4.3943, 2.2612], [0.1945, 0.7154, 5.5047], [1.8115, 0.9674, 5.8520], [-0.2641, 1.5393, 4.1680], [1.6183, -3.7093, 2.8974], [-2.6585, 2.0691, -3.5731], [-2.9244, 0.7587, 0.0126], [4.8452, -3.2604, 1.6262], [-2.6008, 2.0574, -0.9335], [-0.2712, 2.6880, 0.7157], [-1.9119, 0.4423, 1.2647], [2.4010, 3.0504, 1.3329], [0.0554, -3.2337, 2.7035], [-4.2021, -0.2808, -0.1824], [3.6179, 4.1124, 0.9936], [-2.1194, -5.0640, 4.0887], [-3.6099, 2.3442, -2.2306], [1.8783, -7.1187, 4.6823], [0.9716, 3.7474, 0.9183], [2.7544, -2.5069, 3.0543], [4.4393, 3.6053, -0.3696], [0.7336, -0.3910, 2.8787], [-6.4320, 4.6256, -1.2641], [-0.3537, -1.6465, 2.6790], [1.9956, 3.2443, -6.1576], [-9.5059, 3.5223, -3.2283], [-7.4716, 4.4387, -4.3515], [2.3936, -0.0267, 6.0571], [4.2665, -4.1130, 3.6639], [0.0558, 2.8851, -9.7328], [3.6855, 3.6524, -1.2760], [-0.1090, -0.4140, 5.5327], [-2.5426, 3.0116, -4.2577], [4.2951, 5.3265, 2.9229], [-5.9359, 0.9189, 0.9220], [-3.1424, 1.2158, -4.2525], [1.3018, -9.1842, 4.9524], [4.1852, -0.2748, 3.9042], [-4.4756, 1.5257, -2.2976], [3.1275, -6.6405, 3.2660], [1.8896, 1.6384, 6.8196], [0.9935, -6.8393, 4.1020], [-0.9703, 3.1045, -7.4867], [5.6914, 4.6523, 1.7867], [-4.0588, 3.4312, -2.2043], [-6.1399, -1.0723, 0.9540], [3.0959, 5.1479, 0.7554], [-5.5311, 4.9581, -0.7560], [0.4639, 1.4676, -8.7351], [1.6667, 2.7217, -9.0047], [-0.3790, 1.2243, 6.4204], [3.0437, -8.8745, 5.1488], [2.3393, -8.8912, 3.5367], [4.7785, 3.4698, 2.9686], [4.8034, 2.5065, -0.1813], [0.1252, 2.6583, 4.3181], [5.4084, 4.2592, -0.5771], [0.2523, 4.3577, -7.6875], [1.9699, -4.8283, 2.9308], [-9.5012, 3.3242, -0.7364], [3.9382, 0.0836, 2.2538], [-1.5714, 1.6973, -3.2813], [1.7114, -6.8333, 5.7251], [4.1798, -3.6679, -0.2955], [2.3985, 2.8411, 2.4967], [-7.4727, 4.0534, 0.5295], [1.1447, 4.2624, -0.1387], [2.5777, 2.0054, 0.8030], [2.2268, 1.6108, 4.9656], [5.0135, -2.2886, 3.7925], [-1.0826, 3.9144, -1.3019], [0.7139, 4.6389, 1.6640], [-4.1615, -1.1967, -0.9098]],
  "lowdin_charge": [1.31, 1.09, 0.84, 0.88, -0.09, 0.40, 0.58, 0.83, 0.02, -0.08, 0.12, 0.00, 0.00, -0.17, 0.16, -0.38, 0.23, -0.14, -0.18, -0.17, 0.24, -0.34, -0.19, -0.22, -0.25, -0.11, -0.01, 0.29, -0.04, -0.20, -0.06, 0.05, -0.01, -0.10, -0.08, -0.58, -0.07, 0.04, -0.97, -0.09, -0.07, -0.07, -0.08, -0.14, -0.21, -0.06, -0.11, -0.14, -0.31, -0.25, 0.04, -0.13, -0.09, -0.32, -0.07, -0.06, -0.28, -0.20, -0.21, -0.13, -0.37, -0.28, -0.18, -0.28, -0.18, -0.08, -0.11, -0.07, -0.17, -0.29, -0.56, 0.10, 0.10, -0.04, 0.12, 0.08, 0.06, 0.13, 0.07, 0.09, 0.07, 0.08, 0.11, -0.25, 0.12, 0.09, 0.09, 0.10, 0.13, 0.08, 0.09, 0.08, 0.13, 0.10, 0.09, 0.07, 0.14, -0.02, 0.10, 0.05, 0.06, 0.17, 0.09, 0.12, 0.08, 0.10, 0.03, 0.08, 0.13, 0.03, 0.09, 0.10, 0.10, 0.12, 0.02, 0.10, 0.09, 0.13, 0.11]
}

{
  "formula": "C39H49AlFN4O5Sb",
  "method": "ωB97M-V/def2-TZVPD",
  "total_charge": 2,
  "e_homo_ev": -11.59,
  "largest_force_ha_per_bohr": 0.010,
  "homo_lumo_gap_ev": 6.83,
  "energy_ev": -73276.545,
  "symbols": ["Sb", "Al", "F", "O", "O", "O", "O", "O", "N", "N", "N", "N", "C", "C", "C", "C", "C", "C", "C", "C", "C", "C", "C", "C", "C", "C", "C", "C", "C", "C", "C", "C", "C", "C", "C", "C", "C", "C", "C", "C", "C", "C", "C", "C", "C", "C", "C", "C", "C", "C", "C", "H", "H", "H", "H", "H", "H", "H", "H", "H", "H", "H", "H", "H", "H", "H", "H", "H", "H", "H", "H", "H", "H", "H", "H", "H", "H", "H", "H", "H", "H", "H", "H", "H", "H", "H", "H", "H", "H", "H", "H", "H", "H", "H", "H", "H", "H", "H", "H", "H"],
  "coordinates": [[-0.4671, -1.7056, -4.7019], [0.0917, -0.8340, -1.2512], [-2.6507, -0.7186, 4.8552], [1.8880, -1.0189, -1.1726], [-0.1508, -0.9174, 0.5810], [-1.0449, -2.1080, -1.8639], [0.0829, -2.0273, -2.8367], [3.9418, -0.8783, -0.3217], [-2.2239, -0.2329, 8.9722], [-0.8654, -0.7379, 6.8886], [2.6767, -0.7967, 3.5268], [-0.4837, 0.7652, -1.7771], [3.0285, -0.8545, 2.2387], [-2.9078, 2.1175, -2.4556], [0.7493, 2.8264, -1.6285], [-1.1110, 0.7610, -6.3185], [2.1452, -0.8864, 1.1897], [2.7398, -0.9214, -0.2006], [-4.2342, 4.1077, -2.2609], [-2.7752, -3.0520, -6.1493], [1.2359, -2.6061, -5.5841], [-1.8023, 2.7823, -1.9280], [-0.9945, -0.8194, 3.2028], [1.3824, -4.0444, -5.0977], [-3.1487, 4.7721, -1.7103], [-1.3503, -0.7809, 4.5131], [2.2515, 4.5116, -2.4846], [-4.1127, 2.7743, -2.6323], [1.7181, 2.4606, -0.7012], [0.9384, -0.7851, 5.2256], [-3.3786, -1.5854, -4.1496], [3.2092, 4.1390, -1.5532], [3.7041, -0.7877, 4.5534], [1.2106, -2.4719, -7.1028], [-1.9367, 4.1152, -1.5491], [-1.6035, -1.9268, 7.3256], [-0.3981, -0.7757, 5.5549], [0.0137, -0.2378, 7.9269], [3.8953, 0.4582, 5.3688], [0.9906, 0.8912, -4.8880], [-0.8690, 0.4362, 8.9844], [1.0229, 3.8660, -2.5138], [-0.5196, 2.0210, -1.7429], [4.9178, 0.0606, 4.3469], [2.9373, 3.1145, -0.6559], [0.3704, -0.8306, 2.8626], [-2.3948, -2.5880, -4.7482], [1.3337, -0.7939, 3.8749], [-2.0740, -1.7115, 8.7651], [0.7650, -0.8811, 1.4668], [-0.4477, 0.3942, -4.9932], [2.3030, -4.4625, -5.5091], [-5.1746, 4.6245, -2.3967], [-1.7438, -0.8223, 2.4242], [0.2745, 4.1662, -3.2373], [-1.1024, 1.8469, -6.4289], [-2.4582, -2.0727, 6.6690], [3.8319, -1.7490, 5.0352], [-2.7283, -0.0307, 9.8359], [-0.5743, 0.3504, -7.1761], [-3.2425, 5.8072, -1.4108], [4.9767, 0.6596, 3.4496], [3.2671, 1.3035, 5.1224], [0.5589, -4.6718, -5.4454], [2.1588, -2.8278, -7.5085], [4.0882, -0.8744, 2.0213], [-2.0667, -3.7697, -6.5642], [3.6851, 2.8191, 0.0688], [5.8590, -0.3482, 4.6816], [-1.0961, 4.6448, -1.1214], [0.6340, -1.0251, 8.3735], [2.4589, 5.3071, -3.1878], [4.1325, 0.3451, 6.4171], [1.4556, 0.6404, -3.9317], [-3.0786, -1.2700, -3.1503], [-2.1508, 0.4380, -6.3765], [1.0822, -1.4413, -7.4364], [1.6901, -0.8051, 5.9983], [-2.2647, -3.4344, -4.0693], [-3.0281, -2.1947, 8.9623], [-0.9870, -2.8335, 7.2912], [-1.3512, -2.0441, 9.5086], [-1.0403, 1.4874, 8.7635], [-2.8655, -2.2125, -6.8406], [4.1651, 4.6443, -1.5281], [-4.3576, -2.0623, -4.0720], [0.4192, -3.0795, -7.5447], [-2.8069, 1.0685, -2.7034], [-3.7497, -3.5410, -6.1099], [-2.7687, 0.1539, 8.1976], [-1.0288, 0.7534, -4.1432], [1.5062, 1.6522, -0.0141], [-0.4703, 0.3389, 9.9926], [1.6132, 0.5090, -5.7002], [1.4397, -4.1074, -4.0122], [2.0226, -1.9774, -5.1544], [-3.4972, -0.7067, -4.7866], [-4.9611, 2.2507, -3.0531], [0.9914, 1.9801, -4.9673], [0.6840, 0.5147, 7.5171]],
  "lowdin_charge": [1.84, -0.08, 0.08, 0.06, 0.08, -0.13, -0.37, 0.11, 0.06, -0.10, 0.03, 0.16, 0.07, -0.04, -0.17, -0.11, -0.01, -0.53, -0.08, -0.12, -0.50, -0.16, 0.11, -0.11, -0.07, -0.19, -0.07, -0.07, -0.03, 0.08, -0.12, -0.07, -0.25, -0.11, -0.03, -0.11, -0.14, -0.14, -0.09, -0.11, -0.06, -0.05, -0.26, -0.07, -0.06, -0.03, -0.49, -0.10, -0.07, -0.20, -0.49, 0.09, 0.11, 0.15, 0.12, 0.09, 0.13, 0.16, 0.19, 0.07, 0.11, 0.11, 0.12, 0.08, 0.09, 0.16, 0.07, 0.10, 0.12, 0.11, 0.14, 0.11, 0.11, 0.08, 0.06, 0.07, 0.06, 0.11, 0.10, 0.14, 0.15, 0.14, 0.14, 0.08, 0.11, 0.10, 0.08, 0.08, 0.09, 0.19, 0.06, 0.10, 0.14, 0.08, 0.08, 0.10, 0.07, 0.10, 0.09, 0.14]
}